{"formula": "C4H9NO3", "method": "ωB97M-V with the def2-TZVPD basis set", "species": ["O", "O", "O", "N", "C", "C", "C", "C", "H", "H", "H", "H", "H", "H", "H", "H", "H"], "coordinates": [[1.6632, -0.1646, 0.8340], [0.5127, 2.0237, 0.0932], [-1.7538, 0.6813, 0.9876], [-2.8018, 0.6901, 0.0441], [-0.3636, -0.2890, 0.5505], [0.3495, 0.9445, 0.4775], [2.7367, -0.0717, -0.0712], [-0.5828, -1.0808, -0.7091], [3.6655, -0.2865, 0.4638], [-3.6471, 0.3854, 0.5256], [-0.3331, -0.8060, 1.5029], [0.0971, -0.8088, -1.5142], [2.6390, -0.7453, -0.9316], [-3.0039, 1.6538, -0.2164], [-0.4397, -2.1363, -0.4909], [-1.6005, -0.9336, -1.0711], [2.8627, 0.9440, -0.4746]], "mol_weight_g_mol": 119.1, "relative_energy_ev": 6.063}


{"formula": "C4H9NO3", "method": "ωB97M-V with the def2-TZVPD basis set", "species": ["O", "O", "O", "N", "C", "C", "C", "C", "H", "H", "H", "H", "H", "H", "H", "H", "H"], "coordinates": [[1.5423, -0.7696, -0.9222], [1.3347, -0.3730, 1.2709], [-1.3867, 1.0082, -0.5742], [-1.1363, -1.8638, -0.7239], [1.6746, 0.0524, 0.2021], [-1.6535, 0.2695, 0.5655], [2.0487, 1.4400, -0.1086], [-1.3618, -1.3062, 0.3756], [3.0047, 1.4750, -0.8099], [0.7324, -1.3840, -0.9459], [-1.4734, -1.8075, 1.2419], [-1.2673, -2.8517, -0.6248], [-0.9864, 0.6951, 1.2526], [-2.1152, 0.8404, -1.2088], [1.3179, 2.0657, -0.7523], [-2.6352, 0.4412, 1.0015], [2.3604, 2.0683, 0.7606]], "s2": 2.005, "mol_weight_g_mol": 119.1, "relative_energy_ev": 1.189, "multiplicity": 3}


{"formula": "C4H9NO3S", "method": "ωB97M-V with the def2-TZVPD basis set", "species": ["S", "O", "O", "O", "N", "C", "C", "C", "C", "H", "H", "H", "H", "H", "H", "H", "H", "H"], "coordinates": [[-0.9620, 0.8876, -0.9754], [-0.4101, 2.2013, -0.5154], [2.6221, -0.9869, 0.0383], [0.4822, -1.5076, -1.3383], [1.7091, 0.0589, -0.2392], [0.5858, -0.3323, -0.8333], [2.2085, 1.3116, 0.2140], [-1.8349, 0.1535, 0.4283], [-2.2641, -1.2853, 0.2667], [-2.5985, -1.5976, 1.3055], [-1.3113, 0.2944, 1.4823], [-2.8444, 0.6988, 0.4151], [2.1849, 1.4047, 1.3970], [-1.5044, -1.8706, -0.3348], [1.6117, 2.2295, -0.2196], [-3.2025, -1.2372, -0.3795], [2.1641, -1.6908, -0.4550], [3.3638, 1.2681, -0.2567]], "mol_weight_g_mol": 151.2, "relative_energy_ev": 3.628}


{"formula": "C4H9NO4PS", "method": "ωB97M-V with the def2-TZVPD basis set", "species": ["S", "P", "O", "O", "O", "O", "N", "C", "C", "C", "C", "H", "H", "H", "H", "H", "H", "H", "H", "H"], "coordinates": [[1.7127, -2.0012, -0.2526], [-0.1867, -2.4130, 1.8336], [0.9861, -2.9093, 0.7565], [0.0222, -0.9018, 1.7507], [-1.4241, -3.0506, 1.4927], [0.4252, -2.7288, 3.1765], [-0.0871, 1.1477, 0.5956], [-1.4974, -0.6312, -0.2064], [-0.1821, -0.2667, 0.4644], [0.9803, -0.5935, -0.4459], [1.7450, 0.4737, -1.1622], [-2.3590, -0.5191, 0.4630], [2.7439, -0.0222, -1.4702], [1.9478, 1.0958, -0.3366], [-0.0636, -3.3105, 3.7739], [0.8222, 1.4335, 0.9347], [1.3124, 1.1777, -1.9288], [-1.5897, 0.1469, -1.0747], [-0.9404, 1.6771, 0.9435], [-1.6415, -1.6693, -0.6432]], "charge": 1, "mol_weight_g_mol": 198.2, "relative_energy_ev": 1.643}


{"formula": "C4H9NOS", "method": "ωB97M-V with the def2-TZVPD basis set", "species": ["S", "O", "N", "C", "C", "C", "C", "H", "H", "H", "H", "H", "H", "H", "H", "H"], "coordinates": [[1.3237, 2.1411, 1.6548], [2.2080, -0.4103, 0.0410], [-1.0501, -0.6841, -0.0652], [0.1123, 0.7913, 1.4308], [-0.0616, 0.4415, -0.0158], [1.2517, 0.1043, -0.6642], [-1.3601, -1.1840, -1.3821], [-0.7583, -0.7351, -2.1651], [-1.2952, -2.2732, -1.4324], [-0.7546, -1.4017, 0.5779], [1.2697, 0.3376, -1.7226], [-0.5851, 1.2721, -0.5244], [-2.3973, -0.9212, -1.6524], [0.5170, -0.0318, 2.0247], [2.3857, 1.4093, 2.0052], [-0.8058, 1.1440, 1.8900]], "charge": -1, "s2": 0.754, "mol_weight_g_mol": 119.2, "relative_energy_ev": 1.072, "multiplicity": 2}


{"formula": "C4H9NOS", "method": "ωB97M-V with the def2-TZVPD basis set", "species": ["S", "O", "N", "C", "C", "C", "C", "H", "H", "H", "H", "H", "H", "H", "H", "H"], "coordinates": [[3.0690, 0.9156, -0.9905], [-3.0667, -1.2034, -1.1148], [-0.9384, -0.0781, -0.3412], [0.5110, -0.0579, -0.0772], [1.2620, 0.9729, -1.0529], [-2.0266, -1.2985, -0.2185], [0.8171, 0.4051, 1.4097], [0.6496, -0.4475, 2.1510], [-1.6461, 0.7577, -0.3956], [-2.2944, -1.2244, 0.8475], [1.8799, 0.6808, 1.3220], [1.0952, 0.6772, -2.0931], [-1.3349, -2.1780, -0.3478], [0.6829, 1.9623, -0.6951], [0.3713, 1.2756, 1.6913], [0.9688, -1.1593, -0.0948]], "charge": -1, "s2": 0.753, "mol_weight_g_mol": 119.2, "relative_energy_ev": 2.808, "multiplicity": 2}


Quick rundown of electronic energy, same order as above: -438.10627 -438.07093 -836.33240 -1252.86060 -685.93309 -685.86929 hartree